ORCA calculation (ωB97M-V/def2-TZVPD) on the ion C5H7N3 with charge +2.

Positions of all 15 atoms, in Å:
N1 -0.1993 -1.5387 -0.0961
N2 -2.7989 0.0118 -0.1106
N3 0.7253 0.4795 -0.0173
C1 1.7151 -0.5183 0.1415
C2 1.0112 1.7740 -0.1890
C3 1.1511 -1.7452 0.0565
C4 -0.4609 -0.2054 -0.0547
C5 -1.7075 0.4757 0.1887
H1 2.0253 2.2656 -0.2572
H2 2.7510 -0.1041 0.0965
H3 1.7501 -2.5953 -0.0293
H4 -3.8094 0.3403 -0.0374
H5 -0.8884 -2.3122 -0.1932
H6 0.2293 2.5217 -0.4550
H7 -1.4940 1.1505 0.9565

Cartesian forces (eV/Å) of the 3 atoms listed first:
-1.227 2.159 0.034
-2.875 -1.365 -2.415
2.308 1.130 0.514

Computed properties:
Charge: +2
LUMO level in eV: -12.52
Max |F| in eV/A: 4.0
Relative energy (zero: lowest compared OMol25 entry of this formula, charge and spin) in kcal per mole: 24.7
SMILES: [H]/N=C/C1=[NH+]C=C[N+]1=C
Energy in a.u.: -358.1707